P.
C4H9FS | wB97M-V/def2-TZVPD

Output
Multiplicity: 1
SMILES: CC(C)(F)CS

Element x y z (Å)
C: 0.871 1.350 -0.631
C: 0.843 -0.031 0.037
C: 2.040 -0.750 -0.151
C: -0.370 -0.819 -0.437
H: 1.738 1.744 -0.102
H: -0.041 1.902 -0.352
H: 1.007 1.410 -1.741
H: 2.929 -0.205 0.168
H: 2.068 -1.795 0.164
H: 2.267 -0.858 -1.216
H: -0.414 -1.000 -1.483
H: -0.276 -1.692 0.072
H: -1.504 0.693 0.986
F: 0.475 0.229 1.342
S: -2.022 -0.047 -0.092

---

Q.
C4H9FS | wB97M-V/def2-TZVPD

Output
Multiplicity: 1
SMILES: CSCCCF

Element x y z (Å)
C: -2.093 0.838 -1.263
C: -0.174 -0.338 -0.257
C: 1.246 -0.873 0.260
C: 1.745 0.104 1.397
H: -2.854 1.706 -1.868
H: -2.296 0.709 -0.110
H: -2.278 0.043 -1.800
H: -0.734 -0.074 0.557
H: -0.877 -1.183 -0.694
H: 1.069 -1.807 0.799
H: 1.897 -1.160 -0.538
H: 0.759 0.363 2.019
H: 1.968 1.252 1.083
F: 2.945 -0.589 1.790
S: -0.322 1.009 -1.374

---

Most stable: P (next structure +55.5 kcal/mol)

---

P.
CH3F3N2S | wB97M-V/def2-TZVPD

Output
Multiplicity: 1

Element x y z (Å)
C: -1.443 0.066 -0.002
N: 1.426 -1.568 0.086
N: 0.984 1.147 0.156
F: -2.123 0.759 -0.919
F: -1.491 0.725 1.149
F: -2.028 -1.117 0.156
S: 0.365 -0.113 -0.739
H: 1.239 -2.351 -0.527
H: 1.393 0.791 1.015
H: 1.679 1.661 -0.373

---

Q.
CH3F3N2S | wB97M-V/def2-TZVPD

Output
Multiplicity: 1

Element x y z (Å)
C: 1.397 0.096 -0.090
N: -1.014 -1.518 -0.277
N: -1.305 0.915 0.315
F: 1.380 0.442 -1.369
F: 2.359 -0.847 0.045
F: 1.872 1.164 0.607
S: -0.391 -0.507 0.679
H: -1.368 -2.421 0.217
H: -1.959 0.716 -0.360
H: -0.969 1.960 0.232

---

Most stable: Q (next structure +20.8 kcal/mol)

---

P.
C29H35Cl3IrN4O2P2 | wB97M-V/def2-TZVPD

Output
Charge: +2
Multiplicity: 6
⟨S²⟩: 8.796

Element x y z (Å)
Ir: 0.136 0.945 -3.882
C: -1.300 1.421 -5.171
C: -1.136 0.088 -5.613
C: -0.267 -0.179 -6.788
C: 1.021 0.668 -6.718
C: 1.458 1.192 -5.360
C: 1.055 2.501 -4.778
C: 0.091 3.380 -5.547
C: -1.146 2.602 -6.038
C: 0.964 0.993 -1.721
H: -1.763 1.616 -4.186
H: -1.997 -0.593 -5.468
H: -0.781 0.053 -7.733
H: -0.038 -1.245 -6.898
H: 1.837 -0.001 -7.016
H: 1.018 1.521 -7.414
H: 2.515 1.001 -5.176
H: 1.858 3.069 -4.271
H: 0.608 3.869 -6.385
H: -0.298 4.184 -4.905
H: -2.094 3.141 -5.935
H: -1.073 2.262 -7.063
H: 0.485 1.984 -1.560
H: 2.004 1.162 -1.360
H: 0.461 0.336 -1.000
P: 1.551 -0.698 -3.058
P: -1.739 -0.530 -3.033
N: 3.316 0.145 -3.308
N: 2.187 -1.748 -1.764
N: -3.494 0.501 -3.637
N: -2.697 -1.275 -1.811
C: 0.667 -1.920 -4.126
C: -0.825 -2.100 -3.692
C: 3.512 1.517 -3.138
C: 4.779 1.878 -3.578
C: 5.425 0.680 -3.978
C: 4.512 -0.366 -3.798
C: 3.222 -1.302 -0.912
C: 3.985 -2.388 -0.531
C: 3.438 -3.552 -1.167
C: 2.370 -3.135 -1.931
C: -3.615 1.872 -3.426
C: -4.786 2.368 -3.994
C: -5.464 1.244 -4.515
C: -4.639 0.123 -4.311
C: -4.020 -1.732 -1.818
C: -4.261 -2.384 -0.620
C: -3.040 -2.381 0.132
C: -2.092 -1.712 -0.617
H: 1.196 -2.881 -4.097
H: 0.721 -1.524 -5.155
H: -1.459 -2.424 -4.533
H: -0.925 -2.829 -2.875
H: 2.783 2.189 -2.712
H: 5.154 2.892 -3.596
H: 6.436 0.588 -4.344
H: 4.611 -1.429 -3.963
H: 3.296 -0.262 -0.625
H: 4.857 -2.373 0.107
H: 3.788 -4.574 -1.096
H: 1.671 -3.681 -2.546
H: -2.884 2.459 -2.890
H: -5.060 3.422 -4.028
H: -6.409 1.232 -5.039
H: -4.804 -0.919 -4.592
H: -4.660 -1.554 -2.669
H: -5.205 -2.826 -0.319
H: -2.883 -2.812 1.113
H: -1.035 -1.550 -0.464
Cl: -2.926 3.303 1.142
C: -3.202 1.632 0.588
Cl: -3.516 0.544 1.956
Cl: -4.569 1.554 -0.553
C: -1.840 1.154 -0.169
O: -1.799 1.500 -1.391
O: -1.030 0.525 0.523

---

Q.
C29H35Cl3IrN4O2P2 | wB97M-V/def2-TZVPD

Output
Charge: +2
Multiplicity: 6
⟨S²⟩: 8.758

Element x y z (Å)
Ir: 1.826 -0.242 -0.479
C: 3.418 0.676 0.273
C: 2.483 1.606 -0.385
C: 2.792 2.218 -1.734
C: 3.000 1.139 -2.801
C: 2.231 -0.118 -2.433
C: 2.823 -1.312 -1.778
C: 4.212 -1.302 -1.274
C: 4.551 -0.028 -0.408
C: -1.096 -1.666 -0.495
H: 3.544 1.005 1.325
H: 1.950 2.276 0.304
H: 3.670 2.860 -1.644
H: 1.963 2.882 -2.023
H: 2.549 1.547 -3.713
H: 4.046 0.902 -3.029
H: 1.550 -0.421 -3.237
H: 2.420 -2.255 -2.169
H: 4.938 -1.405 -2.076
H: 4.334 -2.187 -0.644
H: 5.168 -0.402 0.415
H: 5.093 0.707 -1.006
H: -0.083 -1.558 -0.024
H: -1.115 -2.634 -1.005
H: -1.873 -1.663 0.298
P: -1.496 -0.426 -1.703
P: -0.226 0.649 1.788
N: -0.789 -1.134 -3.221
N: -3.137 -0.481 -1.889
N: 1.061 1.061 2.880
N: -1.595 1.153 2.861
C: -1.043 1.239 -1.179
C: -1.029 1.605 0.331
C: -0.107 -2.364 -3.311
C: -0.112 -2.809 -4.629
C: -0.782 -1.808 -5.405
C: -1.202 -0.816 -4.529
C: -3.703 -1.726 -2.230
C: -4.925 -1.460 -2.790
C: -5.138 -0.043 -2.756
C: -4.036 0.549 -2.185
C: 1.965 0.127 3.460
C: 2.918 0.823 4.197
C: 2.649 2.220 4.008
C: 1.520 2.341 3.216
C: -1.588 1.982 3.984
C: -2.804 1.848 4.643
C: -3.621 0.967 3.875
C: -2.864 0.564 2.777
H: -1.800 1.890 -1.639
H: -0.089 1.516 -1.659
H: -0.480 2.554 0.448
H: -2.056 1.792 0.678
H: 0.336 -2.833 -2.441
H: 0.311 -3.737 -5.004
H: -0.931 -1.816 -6.479
H: -1.773 0.086 -4.692
H: -3.208 -2.665 -1.996
H: -5.577 -2.193 -3.222
H: -5.986 0.481 -3.160
H: -3.826 1.577 -1.891
H: 1.809 -0.942 3.374
H: 3.678 0.350 4.810
H: 3.212 3.045 4.417
H: 0.938 3.203 2.927
H: -0.722 2.591 4.221
H: -3.058 2.338 5.574
H: -4.636 0.652 4.068
H: -3.170 -0.003 1.912
Cl: -0.063 -3.427 4.398
C: -1.008 -1.932 4.489
Cl: -2.574 -2.157 5.258
Cl: -0.107 -0.657 5.392
C: -1.203 -1.564 3.006
O: -0.191 -0.878 2.413
O: -2.132 -1.960 2.346

---

Most stable: Q (next structure +58.2 kcal/mol)

---

P.
C2H8NO | wB97M-V/def2-TZVPD

Output
Charge: -1
Multiplicity: 1

Element x y z (Å)
O: -0.059 -1.960 1.550
H: -0.273 -1.833 2.466
C: -1.163 0.347 -0.473
N: 0.054 0.507 0.307
C: 1.218 0.576 -0.528
H: -1.948 -0.030 0.166
H: -1.482 1.285 -0.948
H: -1.002 -0.330 -1.338
H: 0.023 -0.226 1.035
H: 1.362 -0.306 -1.176
H: 2.081 0.540 0.148
H: 1.189 1.432 -1.210

---

Q.
C2H8NO | wB97M-V/def2-TZVPD

Output
Charge: -1
Multiplicity: 1

Element x y z (Å)
O: -0.597 -2.772 -0.327
H: -0.484 -2.290 -1.128
C: -1.005 0.431 -0.146
N: 0.399 0.172 -0.449
C: 1.270 0.833 0.545
H: -1.404 1.201 -0.836
H: -1.637 -0.424 -0.383
H: -1.191 0.778 0.876
H: 0.461 -0.837 -0.580
H: 0.664 1.668 0.888
H: 2.229 1.038 0.092
H: 1.294 0.202 1.447

---

Most stable: P (next structure +12.9 kcal/mol)

---

P.
C3H4ClN3 | wB97M-V/def2-TZVPD

Output
Multiplicity: 1
SMILES: C/N=N/[C@H](Cl)C#N

Element x y z (Å)
C: 2.085 -0.917 0.136
C: -2.140 0.062 -0.359
C: 1.555 0.377 0.481
N: 2.463 -1.972 -0.097
N: -0.829 -0.018 0.222
N: 0.104 0.547 -0.317
Cl: 2.536 1.717 -0.110
H: -2.797 0.388 0.394
H: -2.459 -1.039 -0.575
H: -2.219 0.432 -1.321
H: 1.702 0.424 1.545

---

Q.
C3H4ClN3 | wB97M-V/def2-TZVPD

Output
Multiplicity: 1
SMILES: Nc1[nH]ncc1Cl

Element x y z (Å)
C: -0.441 -0.070 0.007
C: 1.569 0.202 -0.630
C: 0.826 -0.568 0.178
H: -2.310 0.157 1.052
H: -1.244 -1.469 1.034
H: -0.995 1.827 -0.658
H: 2.696 0.192 -0.906
N: -1.618 -0.568 0.443
N: -0.359 1.096 -0.526
N: 0.904 1.325 -0.923
Cl: 0.972 -2.124 0.928

---

Most stable: Q (next structure +21.9 kcal/mol)

---

P.
Cl4O16Pb | wB97M-V/def2-TZVPD

Output
Charge: -2
Multiplicity: 1

Element x y z (Å)
Pb: 0.917 0.560 -0.922
Cl: -2.874 0.246 -2.356
O: -2.781 -1.064 -2.872
O: -3.036 1.030 -3.578
O: -4.126 0.333 -1.653
O: -1.685 0.715 -1.656
Cl: 4.273 2.349 1.171
O: 4.425 1.731 2.448
O: 3.387 1.606 0.299
O: 3.703 3.656 1.246
O: 5.587 2.499 0.529
Cl: -0.086 -3.416 -1.061
O: 1.167 -3.926 -0.470
O: -0.195 -4.045 -2.370
O: -1.132 -3.812 -0.179
O: 0.069 -1.992 -1.211
Cl: -1.494 0.703 2.512
O: -1.410 -0.747 2.675
O: -1.197 1.362 3.763
O: -0.644 1.154 1.414
O: -2.868 1.059 2.272

---

Q.
Cl4O16Pb | wB97M-V/def2-TZVPD

Output
Charge: -2
Multiplicity: 1

Element x y z (Å)
Pb: 2.247 -2.023 -0.418
Cl: -1.752 1.123 -2.772
O: -0.534 1.916 -2.548
O: -1.984 0.046 -1.762
O: -2.964 1.852 -2.765
O: -1.704 0.240 -3.955
Cl: -0.620 3.138 0.296
O: -0.657 4.372 0.994
O: -0.960 3.486 -0.905
O: 0.781 2.683 0.094
O: -1.290 1.964 0.790
Cl: -0.213 -0.760 -0.086
O: 0.770 -1.016 0.955
O: 0.451 -1.256 -1.234
O: -1.338 -1.727 0.130
O: -0.765 0.437 -0.153
Cl: 2.109 -2.994 2.661
O: 1.740 -1.953 3.670
O: 3.519 -2.607 2.520
O: 1.748 -4.400 3.003
O: 1.415 -2.523 1.486

---

Most stable: P (next structure +236.0 kcal/mol)